Here is a 12-piece molecular cluster, C24H72N8O12 overall at a distorted geometry from the OMol25 dataset. Energies are from ωB97M-V/def2-TZVPD.

lowest unoccupied orbital energy: 0.2530 eV
energy: -2298.24768 Ha

ORCA input file:
```
! wB97M-V def2-TZVPD RIJCOSX def2/J DEFGRID3
* xyz 0 1
C -0.004 -0.079 -0.275
O 0.056 1.357 -0.349
H -0.880 -0.478 0.260
H 0.934 -0.331 0.264
H 0.227 -0.481 -1.221
H 0.923 1.744 -0.082
C 0.516 1.698 -3.481
O 1.358 2.276 -4.407
H 0.106 2.407 -2.820
H 1.032 1.018 -2.935
H -0.287 1.178 -3.930
H 2.170 2.389 -3.889
C -2.027 3.820 0.628
O -0.956 4.549 0.141
N -3.080 4.428 1.132
N -2.069 2.498 0.751
H -3.119 5.456 1.237
H -3.939 3.972 1.352
H -1.283 1.966 0.388
H -2.498 1.929 1.503
C 2.677 -1.226 -4.273
O 1.882 -1.685 -3.275
N 2.339 -0.261 -5.063
N 3.798 -1.791 -4.459
H 1.485 0.267 -4.835
H 2.829 -0.027 -5.969
H 4.200 -2.365 -3.739
H 4.335 -1.536 -5.285
C -3.798 -2.195 3.450
O -3.883 -2.722 4.713
N -4.689 -1.543 2.832
N -2.710 -2.096 2.783
H -5.617 -1.614 3.355
H -4.540 -0.772 2.174
H -1.836 -2.400 3.253
H -2.631 -2.306 1.808
C 2.365 3.205 -1.182
O 3.044 2.972 -2.402
N 2.484 2.524 -0.057
N 1.440 4.110 -1.060
H 3.370 2.041 -0.133
H 2.398 2.955 0.944
H 1.435 4.833 -1.805
H 0.806 4.181 -0.303
C -3.125 1.100 -2.267
C -4.271 0.839 -1.298
C -3.833 -0.278 -0.424
O -4.485 1.761 -0.550
H -3.476 1.561 -3.141
H -2.721 0.144 -2.656
H -2.317 1.711 -1.873
H -5.178 0.555 -1.816
H -4.571 -0.490 0.383
H -3.005 0.015 0.183
H -3.531 -1.131 -0.987
H -3.599 1.988 -0.130
C -2.094 -4.247 -3.672
C -1.496 -2.877 -3.498
C -1.636 -1.924 -4.702
O -1.842 -2.280 -2.490
H -2.035 -4.849 -2.800
H -1.520 -4.749 -4.364
H -3.100 -4.103 -4.040
H -0.415 -2.910 -3.396
H -2.679 -1.812 -5.022
H -1.170 -2.235 -5.614
H -1.162 -0.952 -4.603
H -1.333 -1.478 -2.435
C 3.820 -0.124 1.364
C 4.524 0.004 0.051
C 3.625 -0.572 -1.039
O 4.803 1.174 -0.246
H 3.489 -1.077 1.760
H 2.900 0.518 1.353
H 4.392 0.361 2.157
H 5.443 -0.572 0.048
H 2.642 -0.070 -1.205
H 3.515 -1.669 -0.893
H 4.132 -0.545 -1.990
H 5.318 1.191 -1.020
C 0.735 -3.176 -0.158
C -0.651 -3.742 0.174
C -0.699 -4.467 1.502
O -1.601 -2.905 0.147
H 0.956 -2.410 0.591
H 0.837 -2.799 -1.186
H 1.574 -3.945 -0.093
H -0.971 -4.512 -0.527
H -1.637 -4.941 1.550
H -0.515 -3.936 2.508
H 0.156 -5.198 1.443
H -1.764 -2.715 -0.757
C 0.431 3.294 2.681
C 1.860 3.508 3.218
C 2.436 2.224 3.879
O 2.649 3.912 2.326
H 0.270 2.427 2.042
H 0.218 4.215 2.110
H -0.199 3.196 3.548
H 1.733 4.226 3.984
H 3.472 2.212 4.060
H 2.154 1.486 3.154
H 1.918 1.938 4.823
H 3.439 4.226 2.792
C 0.251 -0.261 5.499
C -0.451 -0.939 4.375
C 0.094 -0.446 3.032
O -0.281 -2.208 4.271
H -0.033 -0.796 6.403
H 0.049 0.788 5.502
H 1.299 -0.247 5.275
H -1.495 -0.688 4.406
H -0.141 0.579 3.118
H -0.318 -0.901 2.136
H 1.182 -0.467 3.005
H 0.666 -2.377 4.302
*
```